1.
128
Properties=species:S:1:pos:R:3:forces:R:3 method="wB97M-V/def2-TZVPD" smiles="CC[C@@](C#N)([C@@](F)(C#N)CC(=O)c1ccccc1)S(C)(=O)=O.C1CCOC1.C1CCOC1.C1CCOC1.C1CCOC1.C1CCOC1.C1CCOC1.C1CCOC1" max_force_ev_per_a=12.811 lumo_energy_ev=-0.7 molar_mass_g_mol=827.1 homo_lumo_gap_ha=0.291
C -3.081 2.077 0.971 -0.11 -0.31 1.68
C -1.701 1.302 0.552 0.44 1.19 -0.20
C -1.791 0.467 -0.877 2.35 -0.66 1.12
C -0.227 0.477 -1.472 8.02 -3.56 -2.06
N 1.010 0.172 -1.807 -11.74 3.28 3.08
C -2.269 -1.101 -0.562 -1.14 -0.60 -0.14
F -3.114 -1.075 0.692 2.02 0.10 -3.06
C -3.298 -1.691 -1.736 -6.02 -3.69 -5.41
N -4.172 -2.199 -2.581 8.52 4.87 8.24
C -1.018 -2.109 -0.223 -0.44 -0.95 0.55
C -0.400 -2.915 -1.507 1.52 -0.15 -5.16
O -0.366 -2.506 -2.777 -0.71 -2.03 7.85
C 0.321 -4.390 -1.188 1.56 -2.91 1.27
C 0.768 -4.787 0.374 0.85 -2.82 -3.06
C 1.532 -6.249 0.647 -0.74 0.62 -3.26
C 1.875 -7.329 -0.572 -2.32 4.10 -1.59
C 1.413 -6.945 -2.105 -0.96 3.26 2.94
C 0.647 -5.489 -2.405 0.76 -0.28 3.31
S -2.829 1.316 -2.194 -4.00 0.70 -5.84
C -2.210 3.123 -2.244 0.21 1.56 -0.30
O -2.549 0.779 -3.652 -0.07 1.45 5.80
O -4.348 1.351 -1.900 5.21 -0.33 0.25
H -2.877 2.564 2.042 -0.32 -0.98 -2.33
H -3.971 1.305 1.165 1.99 1.82 -0.82
H -3.394 2.963 0.275 0.63 -2.04 1.20
H -0.847 2.116 0.388 -1.87 -1.74 0.32
H -1.299 0.601 1.414 -1.01 1.23 -1.96
H -1.459 -2.941 0.511 0.78 1.85 -1.75
H -0.166 -1.573 0.419 -1.85 -0.91 -1.69
H 0.559 -4.042 1.283 0.57 -1.92 -2.21
H 1.871 -6.569 1.739 -0.89 0.96 -2.59
H 2.438 -8.345 -0.418 -1.27 2.30 -0.05
H 1.606 -7.622 -3.048 -0.38 1.44 2.29
H 0.301 -5.169 -3.500 1.00 -0.95 2.64
H -1.130 3.246 -1.808 -2.15 -0.39 -0.63
H -2.154 3.474 -3.374 -0.22 -1.30 2.30
H -2.998 3.858 -1.734 1.80 -1.98 -0.85
C 2.322 -3.897 -7.526 0.31 0.54 0.03
C 2.584 -5.335 -7.892 -0.05 -0.39 -0.52
C 2.464 -6.030 -6.554 0.10 -0.24 0.37
O 1.522 -5.277 -5.777 0.14 0.04 -0.26
C 1.273 -4.032 -6.444 -0.44 0.14 0.21
H 1.990 -3.283 -8.367 0.01 -0.05 0.12
H 3.232 -3.448 -7.111 -0.11 0.01 -0.06
H 1.800 -5.693 -8.571 0.13 -0.03 0.05
H 3.552 -5.497 -8.372 -0.13 -0.04 0.07
H 3.418 -6.026 -6.017 0.05 -0.07 -0.06
H 2.121 -7.064 -6.647 -0.01 0.10 0.07
H 0.266 -4.078 -6.871 0.01 0.11 -0.01
H 1.309 -3.213 -5.720 -0.07 -0.16 0.03
C -1.954 6.015 5.126 0.17 0.58 0.19
C -2.689 4.875 5.783 0.11 -0.69 0.17
C -3.970 4.819 4.978 -0.46 0.11 -0.03
O -3.649 5.265 3.653 0.29 0.03 0.21
C -2.336 5.843 3.673 -0.07 -0.11 -0.38
H -0.873 5.992 5.289 -0.08 -0.01 -0.04
H -2.338 6.970 5.504 0.10 -0.05 -0.07
H -2.124 3.945 5.651 -0.14 0.23 0.13
H -2.863 5.021 6.852 -0.01 -0.03 -0.10
H -4.725 5.499 5.386 -0.06 -0.06 0.05
H -4.394 3.812 4.935 0.01 0.11 -0.11
H -1.658 5.150 3.164 0.12 0.05 -0.03
H -2.343 6.790 3.125 -0.09 -0.12 -0.03
C -0.309 7.684 -5.388 0.61 0.23 0.11
C -1.026 6.783 -6.360 -0.34 0.04 -0.56
C -1.448 5.631 -5.473 -0.03 -0.44 0.14
O -1.655 6.171 -4.161 0.15 0.13 -0.19
C -1.127 7.505 -4.128 -0.31 0.11 0.34
H -0.251 8.725 -5.714 -0.01 -0.12 0.07
H 0.712 7.317 -5.225 -0.09 0.09 -0.01
H -1.912 7.294 -6.755 0.10 -0.09 0.00
H -0.408 6.467 -7.204 -0.09 0.01 0.11
H -0.659 4.875 -5.402 -0.01 -0.04 -0.11
H -2.365 5.148 -5.822 0.06 0.03 0.14
H -1.974 8.199 -4.103 0.07 0.07 0.03
H -0.535 7.644 -3.219 -0.12 -0.10 -0.02
C 3.829 -0.452 2.848 0.30 -0.34 0.46
C 3.774 -0.377 1.344 0.26 0.31 -0.48
C 2.365 -0.845 1.055 -0.23 -0.25 -0.35
O 1.559 -0.457 2.176 0.16 0.04 0.11
C 2.428 -0.035 3.237 -0.33 0.23 0.12
H 4.601 0.182 3.292 -0.10 -0.06 -0.01
H 4.012 -1.486 3.162 0.00 0.13 0.02
H 3.897 0.663 1.020 0.00 -0.13 -0.03
H 4.535 -0.983 0.846 -0.13 0.07 0.04
H 2.317 -1.936 0.971 0.09 -0.07 -0.09
H 1.957 -0.406 0.139 0.05 -0.09 0.26
H 2.347 1.054 3.322 0.04 -0.08 0.01
H 2.103 -0.483 4.180 -0.09 0.03 -0.09
C 1.978 2.852 6.912 0.32 -0.31 0.47
C 1.924 2.927 5.408 0.27 0.37 -0.46
C 0.514 2.459 5.119 -0.33 -0.31 -0.10
O -0.292 2.847 6.240 0.52 -0.10 0.01
C 0.577 3.269 7.301 -0.34 0.22 0.16
H 2.750 3.486 7.356 -0.11 -0.07 -0.02
H 2.162 1.818 7.226 0.00 0.13 0.02
H 2.046 3.967 5.084 0.02 -0.12 -0.02
H 2.685 2.321 4.910 -0.11 0.13 0.10
H 0.466 1.368 5.035 0.03 0.01 -0.11
H 0.106 2.898 4.203 -0.09 -0.03 0.09
H 0.496 4.358 7.386 0.04 0.04 0.11
H 0.252 2.821 8.244 -0.07 0.04 -0.17
C -0.950 3.368 10.744 0.03 -0.28 -0.56
C -1.562 3.150 12.103 -0.56 0.11 0.32
C -0.342 3.114 12.998 0.35 -0.14 0.27
O 0.644 3.960 12.391 -0.31 -0.11 -0.21
C 0.211 4.284 11.062 0.23 0.37 0.12
H -1.643 3.795 10.014 0.10 -0.05 0.05
H -0.577 2.416 10.348 -0.06 0.09 0.01
H -2.194 4.006 12.367 0.04 -0.12 0.00
H -2.169 2.243 12.173 0.08 0.11 0.02
H 0.076 2.104 13.059 -0.08 -0.04 0.07
H -0.555 3.466 14.011 0.13 0.01 -0.10
H -0.101 5.335 11.060 0.00 0.00 -0.12
H 1.043 4.166 10.363 0.03 0.03 0.14
C 0.681 -9.352 -11.140 0.05 -0.31 -0.58
C 0.069 -9.570 -9.780 -0.57 0.13 0.32
C 1.289 -9.605 -8.886 0.35 -0.14 0.25
O 2.275 -8.759 -9.493 -0.30 -0.09 -0.14
C 1.841 -8.435 -10.821 0.26 0.37 0.07
H -0.012 -8.925 -11.870 0.11 -0.04 0.07
H 1.054 -10.304 -11.536 -0.05 0.12 -0.01
H -0.563 -8.713 -9.516 0.03 -0.12 0.01
H -0.538 -10.476 -9.711 0.08 0.11 0.02
H 1.707 -10.615 -8.824 -0.08 -0.04 0.07
H 1.076 -9.253 -7.872 0.12 0.01 -0.08
H 1.530 -7.385 -10.824 0.00 0.01 -0.11
H 2.674 -8.554 -11.520 0.00 0.03 0.16

2.
143
Properties=species:S:1:pos:R:3:forces:R:3 method="wB97M-V/def2-TZVPD" max_force_ev_per_a=5.551 total_charge=+1 lumo_energy_ev=-3.1 molar_mass_g_mol=1024.1 homo_lumo_gap_ha=0.286
C 0.402 -4.420 6.598 -0.86 -0.15 0.10
O -0.003 -3.374 5.676 1.58 -0.09 -0.76
C 0.921 -3.297 4.545 -0.51 -0.72 1.78
N 0.513 -2.144 3.723 1.26 1.09 1.13
C 1.127 -0.847 3.881 -0.39 -1.40 -4.23
N 1.519 -0.153 4.951 0.07 -1.60 0.48
C 1.308 -0.680 6.335 -0.66 1.25 1.29
C -0.255 -0.515 6.760 0.00 -3.82 3.27
O -0.643 -1.324 7.649 1.16 3.61 -3.51
N 1.240 -0.334 2.476 -1.08 0.91 5.37
P 1.486 1.397 2.227 0.80 1.62 -2.21
N 3.240 1.628 2.508 -2.10 0.18 1.11
O 0.680 2.377 3.390 2.06 -1.06 0.47
C -0.044 -0.883 1.859 0.25 0.59 -1.57
C -1.361 -0.237 2.543 -0.80 -0.95 0.98
C -0.053 -0.441 0.316 -0.51 -0.72 -1.13
C -1.025 0.764 -0.083 -0.02 0.58 -0.96
C -0.759 1.150 -1.630 -0.31 -0.68 0.14
O 0.496 1.886 -1.765 -0.84 -0.70 -0.66
C 0.309 -2.426 2.232 0.58 0.28 0.07
C 1.746 -3.004 1.794 0.86 -0.28 -0.51
C 2.097 -2.919 0.233 1.87 -0.35 -0.44
C 3.402 -1.986 0.002 3.02 1.99 -0.59
C 4.757 -2.349 0.720 0.00 2.79 -1.91
C 6.042 -1.495 0.553 -2.64 0.97 -1.36
C 6.064 -0.227 -0.336 -3.76 -2.35 0.13
C 4.738 0.114 -1.090 0.63 -2.63 2.40
C 3.443 -0.750 -0.920 2.82 -0.53 1.66
C -0.694 -3.599 1.839 -0.50 -0.31 0.04
C -2.077 -3.207 1.154 -0.94 -1.27 -0.13
C -3.378 -3.425 2.102 0.38 2.68 -2.28
F -4.469 -2.931 1.285 2.02 -1.14 1.94
F -3.324 -2.536 3.206 -0.21 -2.27 -1.58
C -3.681 -4.955 2.447 -1.85 -1.84 -0.98
F -4.968 -5.249 1.874 2.94 0.49 1.62
F -2.786 -5.869 1.787 -1.63 2.42 1.70
C -3.756 -5.290 4.039 0.60 1.38 -0.72
F -4.857 -4.547 4.509 2.73 -1.86 -0.56
F -2.496 -4.853 4.588 -3.13 -0.56 -0.87
C -3.809 -6.864 4.326 1.84 -1.85 -2.69
F -2.449 -7.319 4.224 -3.30 1.34 -0.08
F -4.512 -7.622 3.356 1.40 2.62 2.19
S -4.431 -7.396 6.006 -0.52 -3.65 3.93
F -4.851 -8.902 5.361 0.69 2.59 1.10
F -5.983 -6.872 5.739 2.81 -0.24 0.10
F -3.947 -6.010 6.776 -1.05 -1.60 -1.71
F -2.912 -8.050 6.376 -2.55 1.11 -0.37
F -4.941 -7.974 7.489 0.71 1.15 -2.42
H -0.304 -4.341 7.505 1.36 0.04 -1.38
H 0.187 -5.431 6.104 0.70 1.18 0.72
H 1.499 -4.260 6.870 -1.40 -0.53 -0.12
H 0.825 -4.324 4.032 0.34 1.91 0.13
H 2.010 -3.149 4.886 -1.45 -0.39 -0.29
H 1.968 0.779 4.907 -0.78 -1.14 -0.60
H 1.868 0.010 7.078 -0.78 -0.99 -1.38
H 1.712 -1.723 6.529 -0.93 1.36 -0.49
H -0.943 0.292 6.335 1.02 -0.83 0.25
H 3.432 1.669 3.521 0.51 -0.03 -0.60
H 3.511 2.545 2.099 -0.31 -0.89 0.23
H 1.386 2.855 3.895 -1.03 -0.27 -0.42
H -2.330 -0.494 1.969 1.80 0.47 0.82
H -1.557 -0.646 3.609 0.50 0.54 -1.72
H -1.311 0.897 2.652 0.24 -1.53 -0.44
H -0.408 -1.359 -0.298 0.50 1.45 0.92
H 0.981 -0.183 -0.115 -1.44 -0.45 1.10
H -2.149 0.509 -0.010 1.81 0.22 -0.03
H -0.841 1.695 0.554 -0.20 -1.28 -0.90
H -0.664 0.159 -2.204 -0.27 1.28 0.64
H -1.645 1.739 -2.080 1.37 -0.81 0.85
H 0.743 1.894 -2.722 -0.37 -0.02 1.13
H 2.631 -2.545 2.380 -1.63 -0.44 -0.98
H 1.781 -4.129 2.067 -0.37 1.85 -0.28
H 2.450 -3.968 -0.110 -0.67 1.64 0.55
H 1.233 -2.655 -0.460 1.20 -0.08 1.08
H 4.821 -3.268 1.389 -0.15 1.36 -1.03
H 7.000 -1.784 1.122 -1.79 0.38 -1.02
H 7.008 0.418 -0.448 -1.74 -1.19 0.18
H 4.739 1.040 -1.748 -0.23 -1.44 0.91
H 2.518 -0.398 -1.484 1.40 -0.63 0.81
H -0.135 -4.287 1.098 -0.91 1.26 1.22
H -0.926 -4.268 2.744 0.49 1.08 -1.18
H -2.147 -2.175 0.684 0.08 -1.33 0.95
H -2.244 -3.952 0.284 0.19 1.25 1.40
C 2.328 2.019 -7.134 -0.07 -0.04 -0.14
C 1.925 0.928 -6.152 -0.01 0.10 0.10
C 2.853 0.834 -4.940 -0.06 -0.15 0.07
C 4.308 0.471 -5.254 0.05 0.12 -0.06
C 4.506 -0.846 -6.005 0.05 0.02 0.11
C 4.025 -2.062 -5.225 0.03 -0.11 -0.11
H 3.315 1.831 -7.564 -0.06 0.05 0.03
H 1.612 2.067 -7.959 0.09 0.06 0.03
H 2.345 2.997 -6.645 0.04 -0.04 -0.04
H 1.873 -0.034 -6.672 0.01 0.01 0.07
H 0.910 1.139 -5.796 0.02 -0.07 -0.03
H 2.439 0.101 -4.237 0.05 -0.02 0.00
H 2.843 1.794 -4.411 0.01 0.04 -0.03
H 4.863 0.428 -4.310 -0.01 -0.03 -0.05
H 4.766 1.279 -5.834 -0.05 -0.01 0.04
H 5.574 -0.967 -6.214 -0.08 0.05 -0.03
H 4.006 -0.811 -6.978 0.03 0.04 0.04
H 4.544 -2.139 -4.266 -0.07 0.01 -0.01
H 4.225 -2.975 -5.791 -0.05 0.02 0.10
H 2.950 -2.020 -5.034 0.02 -0.02 0.03
C 2.550 4.210 -0.525 0.11 0.08 0.07
C 1.338 5.069 -0.857 -0.12 -0.07 -0.04
C 1.436 5.750 -2.222 -0.10 0.12 0.01
C 2.593 6.741 -2.378 0.10 -0.08 0.03
C 2.614 7.885 -1.363 0.02 0.03 -0.15
C 1.392 8.789 -1.449 0.03 0.08 0.15
H 3.463 4.808 -0.463 -0.02 -0.03 -0.02
H 2.410 3.719 0.442 0.00 -0.07 -0.06
H 2.696 3.433 -1.280 0.00 0.01 0.09
H 1.185 5.811 -0.067 0.02 0.04 -0.06
H 0.449 4.430 -0.852 0.07 0.04 0.00
H 0.489 6.260 -2.428 0.07 -0.03 0.00
H 1.535 4.979 -2.996 -0.01 0.00 0.04
H 2.550 7.164 -3.389 0.01 -0.01 0.07
H 3.544 6.202 -2.319 -0.03 0.00 -0.02
H 3.508 8.492 -1.545 -0.02 -0.08 0.05
H 2.711 7.494 -0.346 0.02 -0.03 -0.04
H 1.300 9.226 -2.448 -0.04 -0.04 0.06
H 1.478 9.608 -0.730 -0.08 -0.02 -0.08
H 0.471 8.247 -1.224 0.00 0.04 -0.04
C -6.407 4.225 -4.945 -0.06 -0.05 -0.14
C -6.850 3.162 -3.949 -0.01 0.11 0.09
C -5.953 3.080 -2.713 -0.06 -0.13 0.11
C -4.497 2.690 -2.986 0.02 0.10 -0.13
C -4.302 1.353 -3.704 0.06 0.05 0.13
C -4.820 0.162 -2.910 0.02 -0.12 -0.17
H -5.413 4.014 -5.347 -0.04 0.05 0.01
H -7.102 4.266 -5.787 0.09 0.06 0.03
H -6.386 5.213 -4.476 0.04 -0.05 -0.04
H -6.904 2.190 -4.449 0.01 0.01 0.05
H -7.869 3.395 -3.622 0.07 -0.08 0.00
H -6.394 2.369 -2.005 0.05 0.04 -0.02
H -5.960 4.051 -2.205 -0.01 -0.04 -0.04
H -3.964 2.658 -2.027 -0.01 -0.01 -0.01
H -4.012 3.477 -3.572 -0.02 -0.01 0.03
H -3.231 1.211 -3.886 -0.05 0.03 -0.08
H -4.779 1.375 -4.689 0.03 0.04 0.05
H -4.324 0.097 -1.937 -0.06 0.01 0.02
H -4.622 -0.767 -3.452 -0.05 0.01 0.10
H -5.897 0.224 -2.745 0.05 -0.02 0.05

| no. | highest occupied orbital energy (Eh) |
| --- | --- |
| 1 | -0.3179 |
| 2 | -0.3994 |